# 1
Below is an isolated molecule of C18H20N2O3 at a distorted geometry, with properties calculated with ωB97M-V/def2-TZVPD.

Structure (XYZ):
```
43
C18H20N2O3 | OMol25 | ωB97M-V/def2-TZVPD
N 0.302 -2.775 1.825
C -0.190 -2.251 0.447
C -1.477 -2.978 -0.097
C -0.905 -4.138 -0.861
C -0.234 -3.920 -2.183
C 0.231 -5.005 -2.765
C 0.486 -6.205 -2.048
C 0.139 -6.239 -0.686
C -0.726 -5.208 -0.116
C -0.250 -0.817 0.834
O -1.011 -0.573 1.824
N 0.324 0.185 0.109
C -0.015 1.542 0.269
C 0.923 2.809 -0.341
C 0.727 4.132 0.195
C 1.558 4.631 1.234
C 1.536 5.974 1.706
C 0.901 6.870 0.867
C -0.035 6.428 -0.006
C -0.217 5.128 -0.396
C -1.505 1.538 -0.005
O -2.118 2.106 -0.960
O -2.360 0.984 0.766
H 1.279 -2.561 1.986
H -0.125 -2.186 2.700
H 0.638 -2.498 -0.236
H -2.210 -2.276 -0.705
H -2.085 -3.294 0.692
H -0.307 -2.939 -2.788
H 0.271 -4.938 -3.831
H 1.444 -6.907 -2.409
H 0.617 -7.103 -0.211
H -1.399 -5.158 0.929
H 1.058 -0.280 -0.591
H 0.121 1.915 1.343
H 0.585 2.850 -1.462
H 2.032 2.509 -0.181
H 2.398 3.892 1.539
H 2.271 6.314 2.454
H 0.752 8.010 1.055
H -0.540 7.233 -0.427
H -1.054 4.699 -0.976
H -1.831 0.504 1.506
```

Calculated values
E_HOMO (hartree): -0.3368
SMILES string: N[C@@H](Cc1ccccc1)C(=O)N[C@@H](Cc1ccccc1)C(=O)O
Gap between HOMO and LUMO (eV): 9.4
ΔE to the lowest compared entry with this formula, charge and spin (eV): 7.485
F_max (eV/A): 7.48
LUMO level (eV): 0.225

***

# 2
Below is an isolated molecule of C3H4N2O at a distorted geometry, with properties calculated with ωB97M-V/def2-TZVPD.

Structure (XYZ):
```
10
C3H4N2O | OMol25 | ωB97M-V/def2-TZVPD
H 2.745 0.633 0.105
N 1.747 0.583 -0.076
C 1.264 -0.512 0.330
O -0.045 -0.811 0.231
C -0.851 0.201 -0.362
C -2.236 0.012 0.102
N -3.332 -0.072 0.453
H 1.793 -1.341 0.804
H -0.816 0.106 -1.454
H -0.472 1.195 -0.090
```

Calculated values
E_HOMO (hartree): -0.4041
SMILES string: [H]/N=C/OCC#N
Gap between HOMO and LUMO (eV): 11.8
ΔE to the lowest compared entry with this formula, charge and spin (eV): 1.465
F_max (eV/A): 1.00
LUMO level (eV): 0.755

***

# 3
Below is a cluster of 12 separate species, C34H56B7F28N7O3 in total at a distorted geometry, with properties calculated with ωB97M-V/def2-TZVPD.

Structure (XYZ):
```
135
C34H56B7F28N7O3 | OMol25 | ωB97M-V/def2-TZVPD
C 0.312 1.614 0.680
C 0.845 0.249 0.375
O 2.056 -0.003 0.381
N -0.224 -0.911 0.352
H -0.824 -1.025 1.156
H -0.757 -0.596 -0.447
C 0.337 -2.301 0.145
H 0.926 2.416 0.272
H 0.212 1.670 1.764
H -0.697 1.683 0.273
H 0.481 -2.633 1.174
H 1.284 -2.404 -0.385
H -0.458 -2.900 -0.299
C -1.464 3.193 3.665
C -1.005 3.019 5.064
O -0.898 3.961 5.773
N -0.758 1.536 5.559
H -1.535 1.397 6.189
H -0.907 0.854 4.829
C 0.624 1.356 6.108
H -0.590 3.108 3.019
H -1.655 4.258 3.536
H -2.338 2.595 3.408
H 1.352 1.944 5.548
H 0.859 0.315 5.890
H 0.536 1.657 7.152
C 4.284 -3.150 5.861
N 4.263 -2.183 4.798
C 5.481 -1.655 4.551
C 5.535 -0.542 3.647
C 4.303 0.077 3.281
C 3.062 -0.501 3.605
C 3.068 -1.695 4.365
C 4.324 1.372 2.651
C 4.554 1.470 1.270
C 4.544 2.728 0.724
N 4.274 3.833 1.481
C 4.033 3.726 2.848
C 4.130 2.506 3.460
C 4.159 5.155 0.790
H 5.234 -3.676 5.956
H 3.494 -3.832 5.547
H 4.086 -2.600 6.781
H 6.388 -2.096 4.937
H 6.497 -0.175 3.320
H 2.127 -0.111 3.232
H 2.235 -2.259 4.757
H 4.664 0.656 0.569
H 4.774 2.905 -0.316
H 3.791 4.666 3.321
H 4.072 2.513 4.538
H 3.853 4.894 -0.223
H 5.167 5.564 0.721
H 3.477 5.726 1.420
C -3.899 -3.132 -3.244
N -2.857 -3.343 -4.292
C -1.528 -3.396 -4.060
C -0.632 -3.606 -5.162
C -1.165 -3.605 -6.500
C -2.491 -3.421 -6.670
C -3.348 -3.261 -5.555
C -0.176 -3.986 -7.634
C 1.049 -3.349 -7.724
C 2.028 -3.737 -8.617
N 1.765 -4.673 -9.546
C 0.529 -5.323 -9.497
C -0.462 -4.857 -8.684
C 2.741 -4.999 -10.694
H -4.609 -3.950 -3.363
H -4.257 -2.106 -3.327
H -3.424 -3.200 -2.265
H -1.283 -3.382 -3.008
H 0.415 -3.852 -5.068
H -2.964 -3.491 -7.638
H -4.394 -3.001 -5.630
H 1.377 -2.547 -7.080
H 2.923 -3.148 -8.754
H 0.338 -6.209 -10.085
H -1.448 -5.292 -8.753
H 2.315 -5.473 -11.579
H 3.601 -5.498 -10.248
H 3.027 -3.996 -11.010
C -6.294 3.537 3.599
C -5.604 4.885 3.495
C -4.751 5.064 2.179
O -3.899 4.059 1.901
C -4.263 3.183 0.774
N -6.505 6.072 3.870
H -6.157 6.958 4.208
H -6.967 6.332 3.011
H -7.253 5.731 4.457
H -5.577 2.815 3.209
H -7.287 3.421 3.165
H -6.356 3.156 4.618
H -4.752 5.018 4.162
H -4.311 6.061 2.224
H -5.485 5.151 1.379
H -3.446 2.549 0.430
H -4.590 3.767 -0.086
H -5.007 2.415 0.983
B 0.212 6.050 1.511
F 0.343 4.718 1.105
F 1.211 6.255 2.441
F 0.379 6.894 0.461
F -1.020 6.282 2.099
B 2.117 -1.952 -3.216
F 2.230 -3.339 -3.034
F 0.891 -1.428 -3.068
F 2.966 -1.242 -2.358
F 2.403 -1.668 -4.550
B 2.341 -4.446 2.363
F 1.395 -3.649 2.914
F 2.322 -5.615 3.168
F 1.918 -4.716 1.091
F 3.576 -3.779 2.397
B 2.098 3.043 -2.698
F 2.172 3.760 -1.541
F 3.390 2.661 -2.889
F 1.260 1.918 -2.634
F 1.489 3.678 -3.788
B -2.639 0.224 -2.181
F -1.769 -0.794 -1.921
F -2.073 1.402 -1.734
F -2.947 0.132 -3.473
F -3.698 -0.117 -1.410
B -2.420 -5.911 -1.186
F -1.583 -4.839 -1.245
F -3.672 -5.641 -0.709
F -2.616 -6.556 -2.319
F -1.796 -6.839 -0.411
B -1.781 -0.414 3.170
F -0.447 -0.479 3.582
F -1.793 0.586 2.337
F -1.988 -1.656 2.579
F -2.717 -0.228 4.183
```

Calculated values
E_HOMO (hartree): -0.2946
Gap between HOMO and LUMO (eV): 5.9
ΔE to the lowest compared entry with this formula, charge and spin (eV): 0.000
F_max (eV/A): 5.19
LUMO level (eV): -2.156

***

# 4
Below is a structure of composition C23H37MnN9O3P2Si2, with properties calculated with ωB97M-V/def2-TZVPD.

Structure (XYZ):
```
77
C23H37MnN9O3P2Si2 | OMol25 | ωB97M-V/def2-TZVPD
Mn 0.550 0.312 0.105
C -1.998 1.410 2.774
Si -0.793 0.062 2.105
C -1.983 -1.435 2.073
C 0.309 -0.318 3.638
C -0.195 -0.477 4.933
C 0.642 -0.730 6.011
C 2.014 -0.840 5.803
C 2.525 -0.702 4.521
C 1.694 -0.437 3.428
Si 2.310 -0.297 1.618
C 3.036 -2.044 1.324
C 3.963 0.687 1.728
H -2.320 1.165 3.792
H -2.897 1.446 2.150
H -1.566 2.412 2.787
H -2.381 -1.648 3.074
H -1.467 -2.319 1.697
H -2.833 -1.245 1.410
H -1.265 -0.398 5.106
H 0.231 -0.843 7.009
H 2.677 -1.038 6.640
H 3.597 -0.800 4.368
H 3.826 -2.247 2.057
H 3.472 -2.128 0.324
H 2.269 -2.815 1.413
H 4.557 0.350 2.585
H 3.819 1.765 1.812
H 4.555 0.487 0.828
N 1.464 -0.990 -2.850
C 1.004 -1.905 -1.904
N 0.960 -3.207 -2.116
N 0.461 -3.702 -0.961
N 0.242 -2.750 -0.121
N 0.566 -1.569 -0.693
C 0.819 0.234 -2.937
N 0.664 0.900 -4.068
N -0.021 2.006 -3.701
N -0.255 1.992 -2.437
N 0.276 0.865 -1.896
H 1.623 -1.409 -3.753
C -3.495 0.612 -1.726
P -2.789 -1.088 -1.621
C -2.245 -1.292 -3.368
C -4.346 -2.060 -1.654
C -5.428 -1.702 -0.846
C -6.577 -2.477 -0.795
C -6.673 -3.640 -1.546
C -5.602 -4.018 -2.343
C -4.454 -3.240 -2.394
H -3.856 0.925 -0.745
H -4.304 0.696 -2.455
H -2.681 1.285 -2.004
H -3.073 -1.264 -4.081
H -1.691 -2.227 -3.476
H -1.556 -0.478 -3.598
H -5.370 -0.805 -0.241
H -7.400 -2.170 -0.158
H -7.569 -4.248 -1.505
H -5.654 -4.929 -2.929
H -3.626 -3.560 -3.013
C 1.007 3.175 3.157
O 1.669 3.022 1.916
P 0.904 2.417 0.596
O 1.879 3.177 -0.479
C 2.971 2.490 -1.059
O -0.278 3.554 0.616
C -1.508 3.325 -0.048
H 1.756 3.513 3.875
H 0.579 2.240 3.516
H 0.219 3.930 3.080
H 2.988 2.719 -2.126
H 2.885 1.408 -0.930
H 3.906 2.819 -0.595
H -2.300 3.770 0.556
H -1.696 2.254 -0.154
H -1.486 3.769 -1.043
```

Calculated values
E_HOMO (spin up / spin down) (hartree): -0.0808 / -0.0471
Charge: -2
Gap between HOMO and LUMO (spin up / spin down) (eV): 6.6 / 5.7
ΔE to the lowest compared entry with this formula, charge and spin (eV): 0.276
F_max (eV/A): 0.47
2S+1: 2
LUMO level (spin up / spin down) (eV): 4.381 / 4.381

***

# 5
Below is an isolated molecule of C26H31N5O2 at a distorted geometry, with properties calculated with ωB97M-V/def2-TZVPD.

Structure (XYZ):
```
64
C26H31N5O2 | OMol25 | ωB97M-V/def2-TZVPD
C -2.747 -5.166 1.240
C -1.769 -4.147 0.670
C -2.357 -3.428 -0.541
C -1.418 -2.367 -1.123
N -1.173 -1.308 -0.178
C -0.140 -1.111 0.673
C 1.135 -1.877 0.681
N 2.220 -1.038 0.202
C 2.068 -0.643 -1.190
C 1.058 0.461 -1.373
C 1.106 1.583 -0.554
C 0.184 2.601 -0.706
C -0.794 2.518 -1.684
C -0.834 1.416 -2.519
C 0.092 0.397 -2.366
C 3.528 -1.617 0.463
C 4.592 -0.558 0.350
C 5.684 -0.705 -0.492
C 6.642 0.292 -0.579
C 6.512 1.447 0.171
C 5.422 1.601 1.013
C 4.470 0.604 1.105
N -0.326 -0.067 1.464
C -1.508 0.457 1.087
C -2.073 -0.296 0.072
C -3.282 0.092 -0.583
O -3.849 -0.478 -1.497
N -3.787 1.282 -0.050
C -4.998 1.779 -0.682
C -3.249 2.054 0.971
O -3.768 3.089 1.333
N -2.096 1.587 1.561
C -1.465 2.347 2.617
H -2.315 -5.671 2.101
H -2.997 -5.915 0.492
H -3.666 -4.677 1.555
H -0.846 -4.656 0.380
H -1.517 -3.417 1.444
H -2.578 -4.153 -1.326
H -3.295 -2.943 -0.265
H -0.467 -2.816 -1.416
H -1.894 -1.919 -1.998
H 1.033 -2.806 0.092
H 1.359 -2.148 1.717
H 3.040 -0.267 -1.526
H 1.804 -1.505 -1.831
H 1.864 1.634 0.212
H 0.225 3.467 -0.061
H -1.520 3.310 -1.794
H -1.589 1.342 -3.288
H 0.057 -0.459 -3.027
H 3.524 -2.002 1.487
H 3.754 -2.460 -0.215
H 5.789 -1.604 -1.084
H 7.490 0.166 -1.237
H 7.257 2.225 0.100
H 5.318 2.502 1.601
H 3.618 0.711 1.758
H -5.365 2.622 -0.102
H -5.738 0.980 -0.713
H -4.780 2.092 -1.704
H -1.781 3.385 2.530
H -0.387 2.251 2.507
H -1.764 1.961 3.592
```

Calculated values
E_HOMO (hartree): -0.2984
SMILES string: CCCCn1c(CN(Cc2ccccc2)Cc2ccccc2)nc2c1c(=O)n(C)c(=O)n2C
Gap between HOMO and LUMO (eV): 8.7
ΔE to the lowest compared entry with this formula, charge and spin (eV): 0.416
F_max (eV/A): 1.40
LUMO level (eV): 0.615

***

# 6
Below is an isolated molecule of C18H20N6O3S2 at a distorted geometry, with properties calculated with ωB97M-V/def2-TZVPD.

Structure (XYZ):
```
49
C18H20N6O3S2 | OMol25 | ωB97M-V/def2-TZVPD
C 5.089 2.438 1.182
O 3.796 2.299 0.638
C 3.386 1.070 0.246
C 4.146 -0.086 0.341
C 3.634 -1.308 -0.101
O 4.468 -2.367 0.031
C 4.011 -3.641 -0.366
C 2.355 -1.378 -0.636
C 1.596 -0.214 -0.701
N 0.296 -0.252 -1.218
N -0.304 0.833 -1.732
N -1.469 0.503 -2.091
N -1.714 -0.773 -1.849
C -0.620 -1.260 -1.298
S -0.407 -2.887 -0.754
C -2.154 -3.424 -0.644
C -2.475 -3.589 0.828
O -2.485 -4.665 1.375
N -2.673 -2.436 1.531
C -2.809 -1.144 1.050
N -2.031 -0.171 1.361
C -2.438 1.004 0.812
C -3.567 0.932 0.051
S -4.182 -0.686 0.039
C -4.179 2.068 -0.685
C -3.164 3.209 -0.774
C -2.524 3.464 0.590
C -1.668 2.268 1.001
C 2.094 1.004 -0.280
H 5.195 3.496 1.418
H 5.203 1.849 2.097
H 5.860 2.148 0.462
H 5.144 -0.088 0.745
H 3.805 -3.675 -1.440
H 4.823 -4.327 -0.133
H 3.115 -3.936 0.187
H 1.954 -2.304 -1.010
H -2.753 -2.674 -1.154
H -2.222 -4.391 -1.139
H -2.708 -2.554 2.537
H -4.476 1.744 -1.684
H -5.081 2.400 -0.159
H -3.661 4.110 -1.134
H -2.387 2.933 -1.488
H -1.903 4.360 0.551
H -3.308 3.628 1.334
H -1.345 2.344 2.041
H -0.771 2.227 0.377
H 1.504 1.901 -0.358
```

Calculated values
E_HOMO (hartree): -0.3131
SMILES string: COc1cc(OC)cc(-n2nnnc2SCC(=O)Nc2nc3c(s2)CCCC3)c1
Gap between HOMO and LUMO (eV): 9.1
ΔE to the lowest compared entry with this formula, charge and spin (eV): 1.000
F_max (eV/A): 1.79
LUMO level (eV): 0.546

***

# 7
Below is a structure of composition C41H40BrN4O3S4Sr at a distorted geometry, with properties calculated with ωB97M-V/def2-TZVPD.

Structure (XYZ):
```
94
C41H40BrN4O3S4Sr | OMol25 | ωB97M-V/def2-TZVPD
Sr -0.336 0.468 -0.237
C -4.312 0.846 2.431
C -4.150 -0.496 3.150
S -2.486 -1.170 2.925
C -1.591 -0.828 4.503
C -1.206 0.591 4.685
S -0.010 1.108 3.411
C -0.159 2.883 3.838
C 0.340 3.735 2.673
S -0.470 3.329 1.081
C -2.119 4.079 1.303
C -3.111 3.153 1.961
S -2.680 1.395 1.850
H -4.775 1.598 3.063
H -4.912 0.669 1.523
H -4.807 -1.263 2.687
H -4.363 -0.442 4.210
H -0.744 -1.527 4.556
H -2.242 -1.199 5.334
H -0.694 0.692 5.636
H -2.152 1.191 4.698
H 0.384 3.070 4.756
H -1.234 3.091 3.987
H 1.410 3.647 2.518
H 0.108 4.815 2.771
H -2.401 4.380 0.302
H -2.049 5.049 1.827
H -4.143 3.269 1.599
H -3.117 3.358 3.035
O 3.422 -6.550 2.287
C 2.351 -5.861 1.828
O 1.481 -6.475 1.204
C 2.395 -4.403 1.945
C 3.538 -3.672 1.818
C 3.479 -2.325 1.742
C 2.238 -1.641 1.589
C 1.096 -2.385 1.942
C 1.168 -3.726 2.093
N 2.103 -0.397 1.049
C 3.109 0.421 0.789
C 2.931 1.632 0.078
C 3.939 2.616 0.119
C 3.964 3.689 -0.743
C 2.774 3.869 -1.526
C 1.715 2.988 -1.407
N 1.758 1.922 -0.573
H 3.825 -6.299 3.126
H 4.498 -4.163 1.750
H 4.374 -1.729 1.580
H 0.119 -1.923 1.962
H 0.291 -4.357 2.352
H 4.128 0.245 1.101
H 4.709 2.455 0.855
H 4.827 4.356 -0.830
H 2.645 4.738 -2.172
H 0.783 3.184 -1.940
O -1.824 -6.166 -0.161
C -1.396 -4.919 -0.551
C -0.134 -4.604 -1.039
C 0.185 -3.277 -1.217
N -0.695 -2.262 -1.069
C -1.970 -2.577 -0.782
Br -3.357 -1.294 -0.902
C -2.372 -3.899 -0.554
H -1.074 -6.636 0.219
H 0.620 -5.370 -1.301
H 1.167 -2.957 -1.543
H -3.404 -4.132 -0.315
C -3.999 2.721 -2.063
C -3.772 3.079 -3.389
C -2.595 2.600 -3.995
C -1.673 1.813 -3.277
C -1.909 1.679 -1.923
C -3.067 2.020 -1.340
C -0.532 1.130 -3.906
C -0.236 1.301 -5.306
C 0.954 0.842 -5.834
C 1.838 0.089 -5.010
C 2.972 -0.604 -5.514
C 3.825 -1.290 -4.658
C 3.498 -1.388 -3.288
C 2.388 -0.740 -2.806
C 1.482 -0.011 -3.612
N 0.327 0.484 -3.104
H -4.956 2.984 -1.620
H -4.507 3.566 -4.001
H -2.401 2.802 -5.035
H -3.287 1.727 -0.304
H -0.947 1.720 -5.997
H 1.184 1.029 -6.898
H 3.121 -0.639 -6.608
H 4.681 -1.809 -5.048
H 4.172 -1.860 -2.549
H 2.055 -0.847 -1.797
```

Calculated values
E_HOMO (hartree): -0.3197
Charge: +1
Gap between HOMO and LUMO (eV): 4.7
F_max (eV/A): 4.19
LUMO level (eV): -4.046